Record 1
{
  "formula": "CH10O3S2",
  "method": "ωB97M-V/def2-TZVPD",
  "elements": ["C", "S", "S", "H", "H", "H", "H", "H", "H", "O", "H", "H", "O", "H", "H", "O"],
  "positions_angstrom": [[-3.039, -0.376, -1.116], [-1.884, 0.038, 0.189], [-0.678, -1.675, 0.317], [-4.046, -0.062, -0.852], [-2.769, 0.163, -2.015], [-3.090, -1.438, -1.285], [-0.908, -2.059, -0.939], [3.821, 1.232, -2.214], [4.963, 1.899, -1.473], [4.421, 1.986, -2.265], [1.065, 0.706, 1.853], [0.189, 0.165, 2.953], [0.715, 0.943, 2.732], [2.094, 1.205, -0.784], [1.527, -0.136, -0.524], [2.289, 0.414, -0.262]],
  "lowdin_charge": [-0.495, 0.390, 0.325, 0.033, 0.028, 0.018, -0.193, 0.012, 0.039, -0.061, 0.000, 0.020, -0.078, 0.041, -0.009, -0.071],
  "homo_lumo_gap_ev": 8.93,
  "smiles": "CSS.O.O.O",
  "homo_ha": -0.3241,
  "charge": 0,
  "total_energy_ev": -29011.8493
}



Record 2
{
  "formula": "CH10O6",
  "method": "ωB97M-V/def2-TZVPD",
  "elements": ["O", "C", "O", "H", "H", "H", "H", "O", "H", "H", "O", "H", "H", "O", "H", "H", "O"],
  "positions_angstrom": [[-0.174, 1.501, 1.211], [-0.485, 0.576, 1.899], [0.309, -0.514, 2.054], [-1.320, 0.531, 2.606], [-0.123, -1.317, 1.645], [-0.757, -0.633, -1.563], [-1.731, -1.262, -2.560], [-1.464, -1.297, -1.640], [1.221, -0.384, -1.741], [0.862, 0.890, -1.062], [0.546, 0.316, -1.779], [2.020, 3.939, -0.389], [1.320, 2.913, 0.486], [1.764, 3.017, -0.367], [-0.678, -2.316, -0.293], [-0.962, -3.299, 0.930], [-0.347, -2.662, 0.564]],
  "lowdin_charge": [0.075, -0.360, 0.019, 0.139, 0.065, -0.027, 0.051, -0.075, 0.084, 0.040, -0.037, 0.033, 0.012, -0.057, 0.023, 0.062, -0.047],
  "homo_lumo_gap_ev": 11.60,
  "smiles": "O=CO.O.O.O.O",
  "homo_ha": -0.4041,
  "charge": 0,
  "total_energy_ev": -13484.5908
}



Record 3
{
  "formula": "CH11N2O3",
  "method": "ωB97M-V/def2-TZVPD",
  "elements": ["N", "C", "N", "H", "H", "H", "H", "H", "H", "H", "O", "H", "H", "O", "H", "H", "O"],
  "positions_angstrom": [[-0.158, 0.603, -0.274], [0.001, 1.913, -0.397], [-0.472, 2.614, -1.381], [-0.687, 0.184, -1.048], [-0.449, 0.172, 0.613], [0.605, 2.306, 0.411], [-0.386, 3.609, -1.501], [-0.609, 2.110, -2.262], [-0.713, -1.800, 1.744], [0.347, -1.640, 2.802], [-0.240, -1.120, 2.239], [-1.618, 1.455, -3.927], [-1.400, -0.035, -3.949], [-1.023, 0.776, -3.578], [2.058, -4.533, 3.655], [2.701, -3.329, 3.141], [1.832, -3.757, 3.110]],
  "lowdin_charge": [0.179, -0.157, 0.203, 0.123, 0.103, 0.164, 0.144, 0.090, 0.053, 0.036, -0.056, 0.066, 0.076, -0.052, 0.054, 0.044, -0.069],
  "homo_lumo_gap_ev": 10.57,
  "homo_ha": -0.5224,
  "charge": 1,
  "total_energy_ev": -10332.1282
}



Record 4
{
  "formula": "CH11NO4",
  "method": "ωB97M-V/def2-TZVPD",
  "elements": ["C", "N", "H", "H", "H", "H", "H", "O", "H", "H", "O", "H", "H", "O", "H", "H", "O"],
  "positions_angstrom": [[1.721, -0.353, -0.395], [2.100, 0.159, -1.515], [0.704, -0.336, -0.042], [2.389, -0.895, 0.272], [3.147, 0.142, -1.574], [-0.937, -3.137, -0.812], [-1.297, -1.946, 0.138], [-0.836, -2.191, -0.693], [-1.346, -0.146, 1.348], [-2.736, -0.808, 1.611], [-1.797, -1.030, 1.496], [-0.207, 2.484, -1.598], [0.824, 1.261, -1.376], [0.070, 1.817, -0.973], [-0.263, 1.591, 0.641], [-0.904, 2.091, 1.972], [-0.633, 1.296, 1.501]],
  "lowdin_charge": [-0.072, 0.019, 0.036, 0.082, 0.082, 0.025, -0.017, -0.091, 0.006, 0.061, -0.096, 0.052, 0.012, -0.099, 0.000, 0.068, -0.068],
  "homo_lumo_gap_ev": 11.20,
  "smiles": "C=N.O.O.O.O",
  "homo_ha": -0.3838,
  "charge": 0,
  "total_energy_ev": -10895.0772
}



Record 5
{
  "formula": "CH11NSi4",
  "method": "ωB97M-V/def2-TZVPD",
  "elements": ["C", "N", "Si", "Si", "Si", "Si", "H", "H", "H", "H", "H", "H", "H", "H", "H", "H", "H"],
  "positions_angstrom": [[2.675, 0.230, -0.024], [1.186, 0.056, -0.089], [0.147, 1.431, 0.325], [0.530, -1.538, -0.342], [-1.782, 0.791, -0.794], [-3.110, -0.667, 0.318], [3.055, -0.591, 0.487], [3.058, 0.242, -1.032], [2.842, 1.090, 0.543], [-0.210, 1.252, 1.758], [0.960, 2.661, 0.427], [1.434, -2.293, -1.060], [0.127, -2.083, 0.879], [-2.477, 2.107, -0.990], [-1.702, 0.089, -2.104], [-3.294, -2.081, -0.104], [-3.441, -0.696, 1.800]],
  "lowdin_charge": [-0.171, -0.555, 0.371, 0.586, 0.111, 0.435, 0.039, 0.075, 0.033, -0.077, -0.067, -0.121, -0.125, -0.125, -0.104, -0.158, -0.148],
  "homo_lumo_gap_ev": [6.49, 6.46],
  "homo_ha": [-0.2720, -0.2670],
  "charge": 0,
  "total_energy_ev": -34211.7585
}



Record 6
{
  "formula": "CH11O5",
  "method": "ωB97M-V/def2-TZVPD",
  "elements": ["C", "O", "H", "H", "H", "H", "H", "O", "H", "H", "O", "H", "H", "O", "H", "H", "O"],
  "positions_angstrom": [[0.992, -0.868, -0.523], [0.121, -0.046, 0.046], [0.904, -2.023, -0.240], [2.051, -0.587, -0.247], [1.096, -0.947, -1.662], [0.817, 1.506, 0.075], [1.992, 2.547, 0.432], [1.043, 2.445, 0.226], [0.534, -0.459, 2.085], [0.326, 0.832, 2.838], [0.310, -0.105, 2.995], [-1.106, 1.913, -1.585], [-1.926, 1.237, -0.682], [-2.020, 1.575, -1.588], [-1.361, -2.032, -1.395], [-1.806, -2.398, 0.055], [-1.966, -2.589, -0.830]],
  "lowdin_charge": [-0.463, -0.381, 0.067, 0.046, 0.051, -0.047, 0.023, -0.119, 0.027, -0.001, -0.109, 0.021, 0.020, -0.100, 0.055, -0.018, -0.073],
  "homo_lumo_gap_ev": 7.97,
  "homo_ha": -0.1507,
  "charge": -1,
  "total_energy_ev": -11453.5511
}



Record 7
{
  "formula": "CH12B2LiO",
  "method": "ωB97M-V/def2-TZVPD",
  "elements": ["Li", "B", "H", "H", "H", "H", "B", "H", "H", "H", "H", "C", "O", "H", "H", "H", "H"],
  "positions_angstrom": [[18.263, 26.923, -22.116], [17.403, 28.822, -22.291], [18.435, 28.699, -22.891], [16.641, 27.939, -22.550], [17.668, 28.700, -21.111], [16.903, 29.892, -22.537], [17.701, 25.094, -22.996], [17.907, 25.990, -23.763], [17.248, 24.123, -23.549], [18.746, 24.838, -22.422], [16.878, 25.504, -22.223], [17.661, 26.475, -19.359], [18.882, 26.728, -20.033], [16.825, 26.806, -19.967], [17.550, 25.415, -19.114], [17.634, 27.029, -18.413], [19.574, 26.877, -19.385]],
  "lowdin_charge": [0.507, -0.481, -0.065, -0.064, -0.065, -0.058, -0.485, -0.069, -0.059, -0.058, -0.071, -0.165, -0.179, 0.067, 0.081, 0.080, 0.084],
  "homo_lumo_gap_ev": 8.40,
  "homo_ha": -0.1992,
  "charge": -1,
  "total_energy_ev": -4837.1728
}



Record 8
{
  "formula": "CH12CuO9",
  "method": "ωB97M-V/def2-TZVPD",
  "elements": ["Cu", "C", "O", "O", "O", "O", "H", "H", "O", "H", "H", "O", "H", "H", "O", "H", "H", "O", "H", "H", "O", "H", "H"],
  "positions_angstrom": [[0.209, -0.250, 0.704], [0.686, -0.130, -1.384], [1.421, 0.653, -0.516], [-0.256, -0.803, -0.828], [1.285, -0.479, -2.407], [-0.887, -1.081, 1.953], [-1.412, -0.541, 2.538], [-1.581, -1.316, 1.335], [-1.117, 1.390, 0.760], [-0.915, 2.312, 0.862], [-1.941, 1.244, 1.206], [-0.405, -3.326, -0.817], [-0.288, -2.367, -0.799], [0.070, -3.675, -0.021], [0.602, 3.084, -0.550], [1.303, 3.446, 0.000], [0.902, 2.192, -0.644], [1.871, -1.264, 1.456], [2.696, -1.459, 1.059], [1.451, -2.099, 1.757], [-1.599, 1.544, -1.973], [-0.844, 1.939, -2.395], [-1.250, 0.987, -1.295]],
  "lowdin_charge": [0.188, -0.823, -0.186, -0.173, -0.002, -0.029, 0.061, 0.086, -0.037, 0.052, 0.055, -0.097, -0.053, 0.028, -0.077, 0.035, -0.060, -0.029, 0.048, 0.070, -0.049, 0.026, -0.034],
  "homo_lumo_gap_ev": 4.42,
  "homo_ha": -0.0751,
  "charge": -1,
  "total_energy_ev": -64298.0589
}



Record 9
{
  "formula": "CH12FFeO9",
  "method": "ωB97M-V/def2-TZVPD",
  "elements": ["Fe", "F", "C", "O", "O", "O", "O", "H", "H", "O", "H", "H", "O", "H", "H", "O", "H", "H", "O", "H", "H", "O", "H", "H"],
  "positions_angstrom": [[-24.454, -29.065, -11.156], [-24.206, -26.937, -11.799], [-22.320, -30.077, -13.135], [-22.772, -29.520, -12.186], [-21.105, -30.115, -13.355], [-22.942, -30.808, -13.901], [-22.981, -27.585, -15.003], [-23.179, -27.703, -14.074], [-22.080, -27.893, -15.098], [-26.455, -26.317, -13.126], [-26.172, -25.900, -13.940], [-25.670, -26.331, -12.578], [-20.758, -27.644, -11.967], [-21.651, -27.986, -11.931], [-20.523, -27.490, -11.052], [-23.525, -24.394, -11.545], [-23.557, -25.349, -11.604], [-24.438, -24.129, -11.441], [-26.271, -28.552, -10.249], [-26.726, -27.719, -10.372], [-26.904, -29.105, -9.791], [-23.547, -28.376, -9.421], [-23.175, -28.596, -8.566], [-23.257, -27.479, -9.584]],
  "lowdin_charge": [0.589, -0.492, -1.074, -0.061, 0.148, 0.135, -0.050, -0.001, 0.030, -0.092, 0.024, -0.048, -0.053, -0.027, 0.020, -0.092, -0.045, 0.009, -0.088, 0.070, 0.060, -0.084, 0.068, 0.055],
  "homo_lumo_gap_ev": [8.29, 4.34],
  "homo_ha": [-0.2203, -0.0777],
  "charge": -1,
  "total_energy_ev": -56764.6138,
  "multiplicity": 5
}



Record 10
{
  "formula": "CH12N2O4",
  "method": "ωB97M-V/def2-TZVPD",
  "elements": ["N", "C", "N", "H", "H", "H", "H", "H", "H", "O", "H", "H", "O", "H", "H", "O", "H", "H", "O"],
  "positions_angstrom": [[1.259, -1.642, 0.659], [0.112, -2.172, 0.225], [-0.166, -2.224, -1.007], [1.902, -1.483, -0.088], [1.515, -1.504, 1.617], [-0.641, -2.445, 0.987], [-1.077, -2.628, -1.073], [-0.890, 2.271, 1.669], [-0.999, 1.006, 0.938], [-0.889, 1.339, 1.816], [-0.477, 1.357, -4.407], [0.784, 1.561, -3.651], [-0.070, 1.881, -3.745], [-1.119, 0.309, -1.193], [-0.962, 1.780, -1.137], [-1.598, 1.159, -0.937], [1.202, 0.466, 3.879], [0.713, 0.734, 2.501], [1.401, 0.236, 2.946]],
  "lowdin_charge": [0.098, -0.421, 0.035, 0.094, 0.064, 0.130, 0.016, 0.044, -0.009, -0.029, 0.027, 0.000, -0.004, 0.071, -0.016, -0.042, 0.058, -0.027, -0.089],
  "homo_lumo_gap_ev": 9.82,
  "smiles": "[H]/N=C/N.O.O.O.O",
  "homo_ha": -0.3384,
  "charge": 0,
  "total_energy_ev": -12401.8870
}



Record 11
{
  "formula": "CH12N2O5",
  "method": "ωB97M-V/def2-TZVPD",
  "elements": ["N", "C", "N", "O", "H", "H", "H", "H", "H", "H", "O", "H", "H", "O", "H", "H", "O", "H", "H", "O"],
  "positions_angstrom": [[-0.754, -1.988, 0.559], [-1.049, -0.796, -0.158], [-2.098, 0.104, 0.268], [-0.252, -0.424, -0.977], [-0.061, -2.442, 0.277], [-1.385, -2.369, 1.110], [-2.095, 1.074, 0.146], [-2.493, -0.312, 1.141], [1.847, 0.021, 2.136], [0.950, 1.105, 2.770], [0.860, 0.247, 2.348], [1.613, -0.604, -0.916], [2.075, -1.953, -1.290], [2.353, -1.055, -1.007], [0.142, 1.238, -0.013], [1.004, 2.128, 0.947], [0.888, 1.827, 0.105], [0.160, 1.664, -2.754], [-0.939, 1.044, -1.944], [-0.768, 1.491, -2.748]],
  "lowdin_charge": [0.247, -0.509, 0.163, 0.000, 0.004, 0.045, 0.076, 0.114, 0.112, 0.024, -0.094, -0.113, 0.059, -0.009, -0.017, -0.032, -0.008, 0.024, -0.050, -0.035],
  "homo_lumo_gap_ev": 10.71,
  "smiles": "NC(N)=O.O.O.O.O",
  "homo_ha": -0.3855,
  "charge": 0,
  "total_energy_ev": -14448.3135
}



Record 12
{
  "formula": "CH12NO3",
  "method": "ωB97M-V/def2-TZVPD",
  "elements": ["C", "N", "H", "H", "H", "H", "H", "H", "H", "H", "O", "H", "H", "O", "H", "H", "O"],
  "positions_angstrom": [[-1.648, -0.727, -0.383], [-0.286, -0.120, -0.303], [-1.494, -1.737, -0.755], [-2.313, -0.045, -0.897], [-2.015, -0.865, 0.634], [0.317, -0.688, 0.294], [0.101, 0.038, -1.240], [-0.208, 0.824, 0.104], [0.311, 3.230, 0.619], [1.090, 2.660, 1.670], [0.617, 2.363, 0.887], [1.674, -1.474, -2.799], [1.000, -0.205, -3.410], [1.020, -0.813, -2.654], [0.337, -1.503, 2.933], [0.977, -0.157, 2.944], [0.519, -0.780, 2.355]],
  "lowdin_charge": [-0.007, 0.105, 0.103, 0.101, 0.094, 0.118, 0.105, 0.103, 0.062, 0.065, -0.035, 0.049, 0.078, -0.028, 0.045, 0.070, -0.029],
  "homo_lumo_gap_ev": 12.87,
  "homo_ha": -0.5800,
  "charge": 1,
  "total_energy_ev": -8858.5919
}